# 1
17
Properties=species:S:1:pos:R:3:forces:R:3:lowdin_charge:R:1 method="wB97M-V/def2-TZVPD" e_above_lowest_ev=0.138 multiplicity=1 smiles="Fc1ccc(OC=S)cc1.I" orbital_gap_ev=8.8726
I 2.71800 3.97896 0.69932 1.119 -0.390 -0.894 0.421
S 3.62238 -0.98373 1.86999 -1.443 0.673 -0.357 0.660
F -3.59654 -0.15071 -1.48171 2.993 -0.123 0.743 -0.021
O 1.64776 -1.11047 0.22664 -1.426 0.641 -0.712 -0.059
C -1.67896 0.58673 -0.10838 -0.685 -0.764 -1.735 0.016
C -0.40630 0.30127 0.30774 2.682 0.633 1.781 -0.026
C -2.21194 -0.30109 -1.07959 -2.608 1.455 1.062 -0.197
C -1.51250 -1.35532 -1.54309 -0.596 -1.975 -2.179 -0.016
C 0.32282 -0.79431 -0.14794 -0.234 -0.183 -1.007 -0.229
C 2.08024 -0.65171 1.37457 1.710 -0.801 2.042 -0.725
C -0.20030 -1.57545 -1.14637 -1.579 1.680 1.440 0.015
H 1.53469 4.32049 1.62730 -1.142 0.354 0.902 -0.409
H 0.33258 -2.35826 -1.50202 1.554 -2.328 -1.170 0.095
H 1.31588 -0.21001 2.05639 0.726 -0.212 -0.607 0.083
H -2.00070 -2.06618 -2.29041 0.728 1.164 1.119 0.156
H -2.22312 1.48646 0.11902 -0.025 0.045 0.431 0.120
H 0.25601 0.88333 1.01853 -1.774 0.129 -0.859 0.118



# 2
17
Properties=species:S:1:pos:R:3:forces:R:3:lowdin_charge:R:1 method="wB97M-V/def2-TZVPD" e_above_lowest_ev=2.421 multiplicity=1 smiles="IC[C@@H]1C=c2c(I)c[nH]c2=N1" orbital_gap_ev=8.0764
I 4.15684 0.24509 -0.31120 -0.065 0.350 0.203 0.797
I -4.27496 0.48330 -0.25149 0.531 -0.071 0.211 0.819
N 1.04722 -0.58632 -0.01821 0.782 -1.191 -0.611 0.067
N -0.87977 -2.06828 -0.09934 -0.090 0.671 0.888 0.106
C -2.35993 -0.37768 -0.07130 -4.126 -1.394 0.149 -0.698
C 1.15501 0.83467 -0.09867 0.399 0.394 -3.019 -0.366
C -0.16403 -0.94603 -0.11407 0.203 3.970 0.454 -0.309
C 2.54157 1.21517 0.62284 -3.041 2.297 -1.244 -0.660
C -2.21647 -1.72577 0.05563 1.149 0.536 -0.916 -0.109
C -1.13448 0.23915 -0.14347 2.070 -1.103 -0.140 -0.263
C -0.44026 1.35333 -0.16067 4.116 -1.678 1.218 0.100
H -2.80393 -2.58463 0.21634 -1.488 -0.199 0.002 0.113
H -0.48893 -2.91204 -0.36180 0.421 -2.068 -0.200 0.133
H 2.42172 0.97980 1.61553 0.356 -1.217 2.335 0.000
H -0.60797 2.33619 -0.36130 -0.957 2.489 -0.179 0.066
H 2.55341 2.32771 0.66653 0.798 -0.664 -0.631 0.061
H 1.49496 1.18634 -1.18536 -1.056 -1.121 1.480 0.143



# 3
22
Properties=species:S:1:pos:R:3:forces:R:3:lowdin_spin:R:1 method="wB97M-V/def2-TZVPD" e_above_lowest_ev=0.161 multiplicity=5 orbital_gap_ev="6.7802 / 5.8317" total_charge=+2
Ir -0.25773 -1.71414 -1.34930 1.524 1.616 0.815 1.076
O 0.84386 -2.55013 1.53430 -1.663 1.176 -3.410 0.057
O -3.51310 -0.70300 0.99769 -1.531 -0.617 0.507 0.425
O 2.55005 -0.79117 -2.23930 -2.699 -0.614 1.053 0.031
O 0.26260 0.50103 -0.01623 -0.787 0.755 1.294 0.135
O -1.19115 0.09748 1.65588 2.214 2.302 2.218 0.675
O -0.34085 -4.22562 -2.99965 2.499 5.581 2.850 0.054
O -1.60665 0.71339 -2.88423 1.352 -2.700 1.730 0.066
N 1.53870 2.47282 1.10932 0.788 0.309 -0.253 0.007
C -1.18762 -0.20291 -2.32675 -1.814 2.451 -2.486 0.134
C -0.02064 -3.22167 -2.44122 -3.322 -7.591 -3.932 0.132
C 1.50342 -1.03609 -1.83313 3.945 1.088 -1.386 0.128
C -0.26316 0.78986 1.07719 0.701 -0.547 -1.472 0.080
C 0.35429 -2.26076 0.52677 1.714 -2.100 3.237 0.133
C -2.45988 -0.85652 0.55444 0.530 -0.690 -3.494 0.572
C 0.25056 2.08110 1.74432 -0.402 -0.397 0.392 0.041
H -2.04728 -1.65970 -0.39445 -2.101 0.268 1.901 0.251
H 1.83986 3.41934 1.41339 -0.273 -0.422 -0.053 0.002
H -0.45896 2.88790 1.61102 -0.296 0.088 -0.100 0.001
H 1.49341 2.48569 0.06920 -0.124 -0.182 0.633 0.000
H 0.40831 1.94379 2.80772 0.050 -0.002 0.190 0.001
H 2.30197 1.82933 1.38301 -0.306 0.228 -0.235 0.000



# 4
15
Properties=species:S:1:pos:R:3:forces:R:3:lowdin_charge:R:1 method="wB97M-V/def2-TZVPD" e_above_lowest_ev=0.810 multiplicity=1 smiles=c1cnc2[nH]ccc2c1 orbital_gap_ev=9.3157
N -0.68929 1.34848 0.63894 -0.833 1.169 -0.857 0.089
N 0.86269 1.08823 -1.17425 -2.173 2.652 2.225 0.073
C -0.53965 -1.40157 0.80471 0.947 -2.261 -0.883 -0.085
C 1.43331 -1.06787 -1.04308 -0.330 -1.316 -1.176 -0.030
C -1.50311 -0.72046 1.48349 -1.574 1.154 2.041 -0.098
C 1.66884 0.15181 -1.62266 0.489 -1.280 -0.268 -0.153
C -1.56085 0.72420 1.39667 -0.999 -1.035 1.376 -0.152
C 0.23980 -0.84975 -0.22892 -0.018 2.804 2.072 -0.121
C 0.02309 0.62945 -0.18955 1.336 -3.555 -1.382 -0.276
H 0.75675 2.05573 -1.41028 0.702 0.240 -0.448 0.157
H -2.29609 1.38786 2.02268 1.561 -1.523 -1.162 0.131
H 2.31833 0.48864 -2.36781 1.215 -0.255 -1.044 0.105
H -2.12094 -1.32120 2.25646 0.973 1.383 -1.429 0.123
H -0.39824 -2.44913 1.08993 -0.099 0.181 -0.252 0.109
H 1.95786 -2.01379 -1.44775 -1.196 1.642 1.186 0.127



# 5
17
Properties=species:S:1:pos:R:3:forces:R:3:lowdin_charge:R:1 method="wB97M-V/def2-TZVPD" e_above_lowest_ev=1.184 multiplicity=1 smiles="O=c1[nH]c2ccc(O)cc2[nH]1" orbital_gap_ev=8.9140
O 3.27090 -0.94447 0.07709 -2.698 1.579 -0.851 -0.011
O -3.88684 -0.43681 0.12419 2.366 -0.538 -0.105 0.049
N -1.59304 -1.31634 -0.01043 -3.259 1.162 -0.412 0.167
N -1.90702 0.88042 -0.11180 -5.289 0.266 0.706 0.135
C -2.66425 -0.36265 0.03391 1.383 1.723 -0.593 -0.414
C 1.72138 1.01224 0.04435 -0.221 1.047 -0.759 -0.041
C -0.37844 -0.66879 -0.16457 0.994 -0.590 2.408 -0.175
C 0.89089 -1.21544 -0.19317 -2.386 2.291 -0.514 0.048
C -0.58412 0.70813 0.05416 0.399 -0.029 -2.243 -0.248
C 1.92087 -0.33081 -0.12356 2.609 -1.382 1.218 -0.258
C 0.44076 1.61556 -0.02738 0.845 -0.430 -0.062 0.008
H 0.91396 -2.18329 -0.47049 0.921 -3.313 -0.337 0.095
H -2.52073 1.73454 -0.15754 1.558 -1.197 0.319 0.188
H 0.25522 2.67789 -0.28176 0.346 -0.734 0.787 0.128
H -1.90132 -2.25125 0.18564 0.884 -0.408 -0.187 0.157
H 3.42138 -0.52443 0.91801 0.971 -0.088 0.651 0.068
H 2.60041 1.60548 0.10337 0.575 0.640 -0.027 0.105



# 6
19
Properties=species:S:1:pos:R:3:forces:R:3:lowdin_charge:R:1 method="wB97M-V/def2-TZVPD" e_above_lowest_ev=0.892 multiplicity=1 orbital_gap_ev=7.7612
S 2.73048 0.60711 -0.29118 -0.691 0.088 0.060 1.090
O -3.35624 -0.68290 -1.11398 -0.243 -0.536 -0.081 0.101
O -1.13616 -2.28370 0.17344 0.418 -0.867 -0.725 0.061
O -3.84173 0.99698 0.19054 1.013 0.450 0.054 0.092
N 0.33960 1.48140 0.68257 -2.160 4.188 0.058 0.070
N 0.55552 -0.66032 0.24829 1.738 -3.536 -1.973 0.048
C 1.04648 0.55318 0.15683 1.333 -0.910 0.815 -0.587
C 2.69604 -1.12124 -0.48375 -0.816 0.409 0.024 -0.361
C -1.17928 1.39272 0.68092 1.482 -0.731 -1.043 -0.064
C -0.88393 -1.10490 0.29477 -0.619 1.410 0.747 -0.412
C -3.01860 0.15645 -0.10166 -1.448 -1.505 0.131 -0.523
C -1.69148 -0.02346 0.47074 -0.545 2.115 0.541 -0.087
C 1.48051 -1.62271 -0.24262 0.354 1.267 0.872 -0.093
H 0.60767 2.47721 0.58158 0.227 -1.198 0.099 0.168
H -1.44512 2.03465 1.48379 -0.759 -0.219 1.228 0.114
H 3.57593 -1.60403 -0.80304 0.625 -0.581 -0.333 0.060
H -2.85781 -1.50998 -1.05567 0.288 0.028 0.003 0.094
H -1.55450 1.87776 -0.20134 0.228 1.009 -0.457 0.113
H 1.17552 -2.62734 -0.31344 -0.425 -0.881 -0.020 0.117



# 7
19
Properties=species:S:1:pos:R:3:forces:R:3:lowdin_charge:R:1 method="wB97M-V/def2-TZVPD" e_above_lowest_ev=1.723 multiplicity=1 smiles="O=[N+]([O-])[C@H]1Oc2cccnc2[C@@H]1O" orbital_gap_ev=9.0639
O -0.77805 -1.13614 0.79772 -3.032 1.447 -1.068 0.066
O -2.85169 -0.58365 -1.33133 -0.555 -0.207 -0.739 0.106
O -0.72085 2.27942 0.15782 -1.141 2.014 0.023 0.021
O -3.95174 -0.29873 0.51626 -0.043 0.185 -0.201 0.108
N 1.68996 0.91458 -0.79526 -2.218 -0.454 0.689 0.154
N -2.95595 -0.28451 -0.17118 1.034 -0.846 0.961 -0.353
C -0.85557 1.06250 -0.45645 1.474 -1.878 1.612 -0.241
C 2.72442 -1.06558 0.07759 -0.247 -1.253 0.963 -0.051
C 0.52463 0.37015 -0.34253 0.104 2.186 -2.097 -0.144
C 1.52627 -1.59284 0.56095 0.595 1.951 -0.724 0.052
C 2.72687 0.17090 -0.52633 2.340 0.625 -0.912 -0.187
C 0.40740 -0.79883 0.31153 1.908 -1.412 0.356 -0.287
C -1.64404 0.09534 0.48552 0.595 -1.746 0.496 -0.031
H -1.84085 0.34565 1.51545 -0.405 1.160 -0.134 0.166
H 1.40926 -2.37327 1.24819 0.191 -1.467 0.475 0.108
H -1.28671 1.10367 -1.45213 0.076 -0.110 -0.115 0.155
H 3.69936 -1.54497 0.20948 -0.537 -0.023 0.132 0.111
H 3.73204 0.56848 -0.80117 -0.933 -0.143 0.014 0.119
H -1.55479 2.76782 -0.00411 0.794 -0.028 0.269 0.127



What are the electronic energy values for these records? In order: -31055.2807, -26534.6463, -25992.8777, -10335.4577, -14430.9467, -27312.7969, -18522.1477 eV.